# 1
{
  "formula": "C4H6O4",
  "method": "ωB97M-V/def2-TZVPD",
  "elements": ["C", "C", "C", "C", "O", "O", "O", "O", "H", "H", "H", "H", "H", "H"],
  "xyz": [[2.25, -0.20, -0.31], [0.01, -0.86, 1.01], [-1.51, 1.02, -0.09], [-0.26, 0.46, 0.54], [0.86, -0.43, -0.51], [-0.82, -1.87, 0.78], [-2.43, 0.06, -0.37], [-1.64, 2.17, -0.39], [-1.51, -1.67, 0.12], [-3.18, 0.48, -0.82], [0.40, 1.26, 0.86], [2.67, -0.97, 0.34], [2.45, 0.78, 0.13], [2.71, -0.23, -1.30]],
  "lumo_ev": [-0.802, -0.803],
  "homo_energy_ev": [-7.893, -7.892],
  "orbital_gap_ha": [0.261, 0.261]
}

# 2
{
  "formula": "C4H6O4",
  "method": "ωB97M-V/def2-TZVPD",
  "elements": ["O", "C", "O", "C", "C", "C", "O", "O", "H", "H", "H", "H", "H", "H"],
  "xyz": [[-2.25, -0.50, -0.20], [-1.88, -1.17, 0.81], [-1.41, -2.32, 0.82], [1.76, 0.34, -0.74], [0.73, -0.46, -0.23], [0.38, 1.23, 0.05], [0.57, 1.44, 1.20], [-0.27, 1.74, -0.90], [-1.75, -0.58, 1.76], [2.74, 0.12, -0.30], [1.74, 0.80, -1.72], [0.15, -0.90, -1.04], [0.55, -0.92, 0.73], [-1.05, 1.17, -0.23]],
  "lumo_ev": -3.156,
  "homo_energy_ev": -8.735,
  "orbital_gap_ha": 0.205
}

# 3
{
  "formula": "C4H6O4Rb",
  "method": "ωB97M-V/def2-TZVPD",
  "elements": ["O", "C", "O", "Rb", "O", "C", "H", "H", "H", "C", "H", "H", "C", "O", "H"],
  "xyz": [[0.56, -0.66, 1.55], [-0.29, -0.95, 0.61], [-0.87, -0.08, -0.01], [-2.90, 1.57, -2.30], [-0.26, -2.22, 0.35], [-0.80, -2.69, -0.90], [-1.87, -2.45, -0.93], [-0.24, -2.27, -1.73], [-0.67, -3.77, -0.88], [0.82, 0.85, 2.66], [1.45, 1.51, 2.04], [-0.18, 1.28, 2.77], [1.41, 0.62, 3.88], [1.83, -0.30, 4.56], [2.16, -0.09, 5.46]],
  "lumo_ev": [-8.552, -10.927],
  "homo_energy_ev": [-17.485, -17.138],
  "spin_multiplicity": 2,
  "total_charge": 2,
  "orbital_gap_ha": [0.328, 0.228]
}

# 4
{
  "formula": "C4H6OS",
  "method": "ωB97M-V/def2-TZVPD",
  "elements": ["O", "C", "C", "C", "C", "S", "H", "H", "H", "H", "H", "H"],
  "xyz": [[0.47, 3.11, -0.06], [-0.43, 2.37, 0.34], [-0.50, 0.95, 0.07], [0.61, 0.20, -0.28], [0.61, -1.27, -0.76], [-0.41, -2.34, 0.28], [-1.28, 2.83, 0.88], [-1.31, 0.36, 0.36], [1.63, 0.65, -0.43], [1.69, -1.62, -0.79], [0.21, -1.42, -1.76], [0.12, -1.82, 1.41]],
  "lumo_ev": -0.342,
  "homo_energy_ev": -9.424,
  "orbital_gap_ha": 0.334,
  "smiles": "O=C/C=C/CS"
}

# 5
{
  "formula": "C4H6OS",
  "method": "ωB97M-V/def2-TZVPD",
  "elements": ["C", "C", "C", "C", "O", "S", "H", "H", "H", "H", "H", "H"],
  "xyz": [[-1.15, -0.39, -1.16], [1.53, -0.03, 0.90], [-1.19, 0.35, 0.03], [0.70, 1.03, 0.51], [-1.36, -1.07, 0.13], [1.90, 0.78, -0.68], [-2.00, -0.30, -1.84], [-0.15, -0.50, -1.57], [2.27, 0.25, 1.73], [1.21, -1.12, 0.74], [-2.01, 1.14, 0.01], [0.57, 1.91, 1.09]],
  "lumo_ev": 0.871,
  "homo_energy_ev": -8.654,
  "orbital_gap_ha": 0.350
}

# 6
{
  "formula": "C4H6OS",
  "method": "ωB97M-V/def2-TZVPD",
  "elements": ["C", "C", "C", "C", "O", "S", "H", "H", "H", "H", "H", "H"],
  "xyz": [[1.87, 1.08, -0.33], [0.68, 0.56, -0.27], [-0.51, -0.09, -0.12], [-0.97, -1.07, 0.92], [-1.50, 0.21, -1.14], [-1.48, -0.80, -2.49], [2.17, 2.03, 0.02], [2.64, 0.56, -1.00], [-0.26, -1.82, 1.22], [-1.45, -0.78, 1.85], [-1.74, -1.70, 0.56], [-0.84, 0.20, -3.24]],
  "lumo_ev": 0.575,
  "homo_energy_ev": -9.124,
  "orbital_gap_ha": 0.356,
  "smiles": "C=C=C(C)OS"
}

# 7
{
  "formula": "C4H6OS",
  "method": "ωB97M-V/def2-TZVPD",
  "elements": ["S", "C", "C", "C", "C", "O", "H", "H", "H", "H", "H", "H"],
  "xyz": [[2.43, -0.04, 0.83], [0.86, -0.31, 0.83], [-0.07, 0.64, 0.09], [-1.00, -0.23, -0.71], [-2.48, -0.45, -0.47], [-2.04, 0.50, -1.45], [0.49, -1.07, 1.53], [0.51, 1.22, -0.61], [-0.68, 1.16, 0.81], [-0.69, -0.96, -1.48], [-2.91, -1.42, -0.83], [-3.06, -0.11, 0.42]],
  "lumo_ev": -0.311,
  "homo_energy_ev": -8.884,
  "orbital_gap_ha": 0.315,
  "smiles": "S=CC[C@H]1CO1"
}

# 8
{
  "formula": "C4H6OS",
  "method": "ωB97M-V/def2-TZVPD",
  "elements": ["C", "C", "C", "C", "O", "S", "H", "H", "H", "H", "H", "H"],
  "xyz": [[1.75, -2.88, -0.45], [1.47, -2.25, -1.44], [-1.34, 0.18, -1.07], [-2.05, 0.80, 0.09], [-0.90, -1.47, 1.14], [-0.49, -0.17, 0.55], [2.02, -3.60, 0.25], [-0.74, 0.89, -1.67], [1.47, -1.45, -2.19], [-1.70, -0.64, -1.75], [-2.99, 0.31, 0.39], [-2.12, 1.81, 0.02]],
  "lumo_ev": 0.838,
  "homo_energy_ev": -9.441,
  "orbital_gap_ha": 0.378
}

# 9
{
  "formula": "C4H6OS2",
  "method": "ωB97M-V/def2-TZVPD",
  "elements": ["C", "C", "S", "C", "C", "O", "S", "H", "H", "H", "H", "H", "H"],
  "xyz": [[0.14, 1.73, 0.40], [0.14, 0.54, -0.23], [-1.35, -0.10, -0.94], [-1.77, -1.46, 0.18], [1.51, -0.20, -0.41], [2.59, 0.54, -0.66], [1.70, -1.83, -0.18], [-0.75, 2.27, 0.62], [0.99, 2.16, 0.91], [-1.85, -1.05, 1.20], [-2.74, -1.92, -0.18], [-0.97, -2.20, 0.17], [2.36, 1.53, -0.88]],
  "lumo_ev": -0.291,
  "homo_energy_ev": -8.786,
  "orbital_gap_ha": 0.312,
  "smiles": "C=C(SC)C(O)=S"
}

# 10
{
  "formula": "C4H6OS3",
  "method": "ωB97M-V/def2-TZVPD",
  "elements": ["C", "C", "C", "C", "H", "H", "H", "H", "H", "H", "O", "S", "S", "S"],
  "xyz": [[-0.94, 0.34, 0.00], [-0.91, -0.87, 1.00], [1.32, -0.64, -0.40], [0.49, 0.71, -0.26], [-1.04, 0.36, -2.60], [-1.60, 0.99, 0.58], [-0.44, -0.50, 1.99], [-1.83, -1.40, 1.11], [0.61, 1.35, -1.11], [2.08, 1.39, 0.78], [1.04, 1.30, 0.86], [-1.89, -0.45, -1.32], [0.32, -1.88, 0.39], [2.78, -0.68, -1.03]],
  "lumo_ev": -0.223,
  "homo_energy_ev": -8.807,
  "orbital_gap_ha": 0.315
}

# 11
{
  "formula": "C4H6S",
  "method": "ωB97M-V/def2-TZVPD",
  "elements": ["C", "C", "C", "H", "H", "H", "H", "C", "S", "H", "H"],
  "xyz": [[-1.61, 1.79, -0.81], [-1.15, 0.69, -0.29], [-0.57, -0.33, 0.13], [-2.72, 1.86, -0.99], [-0.84, 2.56, -0.94], [-0.03, -0.98, -0.55], [-0.37, -0.64, 1.09], [2.00, -0.47, -0.67], [3.05, 0.17, 0.33], [1.80, 0.09, -1.60], [1.92, -1.55, -0.72]],
  "lumo_ev": -0.402,
  "homo_energy_ev": -8.802,
  "orbital_gap_ha": 0.309,
  "smiles": "C=C=C.C=S"
}

# 12
{
  "formula": "C4H6S",
  "method": "ωB97M-V/def2-TZVPD",
  "elements": ["S", "C", "C", "C", "C", "H", "H", "H", "H", "H", "H"],
  "xyz": [[1.36, -0.80, 2.33], [0.41, -0.53, 0.90], [1.02, 0.30, -0.30], [-0.37, 0.08, -1.00], [-1.03, -0.22, 0.45], [1.15, 1.36, 0.12], [1.91, -0.15, -0.89], [-0.86, 0.85, -1.91], [-0.58, -0.89, -1.45], [-2.02, -0.83, 0.69], [-0.99, 0.84, 1.06]],
  "lumo_ev": -0.551,
  "homo_energy_ev": -8.536,
  "orbital_gap_ha": 0.293,
  "smiles": "S=C1CCC1"
}

# 13
{
  "formula": "C4H6S2",
  "method": "ωB97M-V/def2-TZVPD",
  "elements": ["C", "C", "C", "S", "C", "S", "H", "H", "H", "H", "H", "H"],
  "xyz": [[0.58, 1.14, -0.45], [-0.05, 0.04, 0.40], [0.71, -1.29, 0.44], [2.10, -1.54, -0.35], [-1.40, -0.18, -0.05], [-2.30, -1.46, -0.32], [0.33, 2.13, 0.04], [1.65, 1.17, -0.36], [0.19, 1.10, -1.41], [-0.18, 0.35, 1.45], [0.30, -2.11, 0.96], [-1.94, 0.65, -0.34]],
  "lumo_ev": -0.301,
  "homo_energy_ev": -8.660,
  "orbital_gap_ha": 0.307,
  "smiles": "CC(C=S)C=S"
}

# 14
{
  "formula": "C4H6S2",
  "method": "ωB97M-V/def2-TZVPD",
  "elements": ["S", "C", "C", "C", "C", "S", "H", "H", "H", "H", "H", "H"],
  "xyz": [[-0.74, 0.14, -2.53], [-0.42, 0.22, -0.95], [-0.18, 1.43, 0.06], [0.04, 0.39, 1.20], [-0.14, -0.83, 0.05], [1.39, -1.69, -0.37], [0.81, 1.87, -0.27], [-1.07, 2.09, 0.30], [1.12, 0.26, 1.52], [-0.77, 0.33, 1.83], [-0.87, -1.56, 0.22], [0.82, -2.64, -1.06]],
  "lumo_ev": -0.278,
  "homo_energy_ev": -8.681,
  "orbital_gap_ha": 0.309,
  "smiles": "S=C1CC[C@@H]1S"
}

# 15
{
  "formula": "C4H7AgBrNO6PS",
  "method": "ωB97M-V/def2-TZVPD",
  "elements": ["N", "P", "O", "C", "C", "C", "O", "Br", "C", "O", "S", "O", "O", "O", "H", "H", "H", "H", "H", "H", "H", "Ag"],
  "xyz": [[2.87, 0.00, -0.18], [1.73, 0.38, 1.06], [1.81, 2.01, 1.25], [0.01, -0.02, 0.32], [-0.01, -1.57, 0.39], [-0.76, -2.24, -0.76], [-1.89, -2.33, -0.78], [0.29, -2.98, -2.21], [-0.14, 0.68, -1.05], [-0.98, 1.85, -0.74], [-2.14, 1.23, 0.17], [-2.90, 0.45, -0.70], [-2.84, 2.07, 1.03], [-1.11, 0.41, 1.16], [2.52, -0.75, -0.78], [3.07, 0.82, -0.75], [1.14, 2.46, 0.71], [-0.55, -1.84, 1.29], [0.98, -2.00, 0.50], [0.77, 1.17, -1.41], [-0.46, 0.09, -1.90], [-1.40, 0.11, 3.37]],
  "lumo_ev": -6.156,
  "homo_energy_ev": -12.689,
  "total_charge": 1,
  "orbital_gap_ha": 0.240
}

# 16
{
  "formula": "C4H7AuO3",
  "method": "ωB97M-V/def2-TZVPD",
  "elements": ["O", "C", "O", "Au", "O", "C", "H", "H", "H", "C", "H", "H", "C", "H", "H"],
  "xyz": [[-0.51, -0.54, 0.16], [-0.04, 0.64, 0.17], [1.14, 0.94, -0.18], [3.30, 0.57, 0.24], [-0.89, 1.63, 0.08], [-2.25, 1.40, 0.47], [-2.29, 0.94, 1.47], [-2.71, 2.39, 0.50], [-2.75, 0.76, -0.26], [0.29, -1.79, -0.04], [0.59, -2.07, 0.99], [-0.40, -2.37, -0.66], [2.09, -0.53, -0.61], [1.98, -0.40, -1.70], [2.45, -1.57, -0.64]],
  "lumo_ev": [-10.449, -12.960],
  "homo_energy_ev": [-18.891, -20.120],
  "spin_multiplicity": 3,
  "total_charge": 2,
  "orbital_gap_ha": [0.310, 0.263]
}

# 17
{
  "formula": "C4H7BO2",
  "method": "ωB97M-V/def2-TZVPD",
  "elements": ["B", "C", "C", "C", "C", "O", "O", "H", "H", "H", "H", "H", "H", "H"],
  "xyz": [[1.74, -0.27, -1.10], [-0.49, 0.12, -1.28], [-0.62, 0.13, 0.03], [0.54, -0.10, 0.93], [-1.96, 0.21, 0.85], [1.75, -0.26, 0.26], [2.71, -0.40, -2.02], [-1.38, 0.10, -1.89], [0.59, 0.71, 1.62], [0.44, -1.04, 1.49], [-1.86, 0.89, 1.72], [-2.29, -0.83, 0.94], [-2.68, 0.76, 0.32], [3.51, -0.03, -1.87]],
  "lumo_ev": 0.470,
  "homo_energy_ev": -8.975,
  "orbital_gap_ha": 0.347
}